Record 1
This record from OMol25 describes a structure of composition C2H8BrN4O2Y in a non-equilibrium geometry. The level of theory is ωB97M-V/def2-TZVPD.

Summary:
molecular weight = 288.92 g mol⁻¹
net charge = +2
HOMO = -13.73 eV
multiplicity = 1

Last column: Löwdin charge in e.
Element x y z (Å)
Y -19.2686 -4.9990 -1.5369  1.917
Br -19.5048 -2.2261 -2.5531  0.126
C -23.3960 -0.5507 -2.5205  -0.792
O -24.4932 0.0276 -2.4613  0.051
N -22.9702 -1.3211 -3.4609  0.152
N -22.4603 -0.4658 -1.6652  0.146
H -22.0589 -1.7442 -3.3582  0.009
H -23.5151 -1.4188 -4.3057  0.134
H -21.5823 -0.9187 -1.8756  -0.023
H -22.6206 0.2470 -0.9679  0.139
C -16.5581 -3.3207 -0.0890  -0.683
O -17.4562 -4.1257 -0.2982  -0.148
N -15.4601 -3.7114 0.5831  0.221
N -16.5105 -2.0994 -0.4360  0.246
H -14.6583 -3.1478 0.8271  0.145
H -15.3167 -4.6819 0.8233  0.136
H -15.8945 -1.4124 -0.0255  0.167
H -17.3969 -1.7950 -0.8125  0.058


Record 2
This record from OMol25 describes a cluster of 3 separate species, C2H8BrO2 in total. The level of theory is ωB97M-V/def2-TZVPD.

Summary:
molecular weight = 143.99 g mol⁻¹
net charge = -1
HOMO = -4.49 eV
multiplicity = 1

Last column: natural (NBO) charge in e.
Element x y z (Å)
Br -1.5795 -1.4215 1.6469  -0.914
C -1.5707 1.2752 -1.3287  -0.241
O -1.6391 -0.1353 -1.4217  -0.770
H -1.0977 1.5960 -0.3984  0.170
H -0.9766 1.6546 -2.1685  0.148
H -2.5708 1.7191 -1.3877  0.144
H -1.5013 -0.4963 -0.5249  0.507
C 2.0820 -0.4524 0.9598  -0.239
O 1.5199 -1.6626 0.5115  -0.770
H 1.4852 0.4106 0.6422  0.157
H 2.1527 -0.4251 2.0544  0.151
H 3.0812 -0.3740 0.5296  0.153
H 0.6146 -1.6883 0.8854  0.502


Record 3
This record from OMol25 describes a cluster of 2 separate species, C2H8Cl2OSi2 in total in a non-equilibrium geometry. The level of theory is ωB97M-V/def2-TZVPD.

Summary:
molecular weight = 175.16 g mol⁻¹
HOMO = -10.47 eV
SMILES string = C[Si](C)(Cl)Cl.O=[SiH2]
multiplicity = 1

Last column: natural (NBO) charge in e.
Element x y z (Å)
C 0.6687 1.0929 -1.3510  -1.146
C -0.5964 0.6964 1.8019  -1.218
O 0.7375 -1.6466 0.3023  -1.168
Si 0.6667 -2.9001 -0.5170  1.655
Si -0.6021 1.3268 0.0851  1.603
Cl -2.4296 0.7800 -0.8148  -0.416
Cl -0.7478 3.4219 0.5723  -0.429
H 1.4682 0.3565 -0.9440  0.268
H 0.3379 0.3622 -2.0980  0.249
H 1.0421 2.0682 -1.8236  0.268
H -0.7292 -0.4296 1.9781  0.275
H 0.3521 0.7212 2.3406  0.266
H -1.4371 1.1383 2.4917  0.271
H -0.5412 -3.3564 -1.1722  -0.233
H 1.8100 -3.6316 -0.8515  -0.246


Record 4
This record from OMol25 describes the molecule C2H8Cl2Si2 in a non-equilibrium geometry. The level of theory is ωB97M-V/def2-TZVPD.

Summary:
molecular weight = 159.16 g mol⁻¹
HOMO = -9.75 eV
SMILES string = C[SiH2][Si](C)(Cl)Cl
multiplicity = 1

Last column: natural (NBO) charge in e.
Element x y z (Å)
C -0.5876 1.3728 -1.7067  -0.943
C 1.6214 -0.4738 2.0979  -1.080
Si 0.2746 -0.6104 -1.3126  0.540
Si 2.0114 -0.1573 0.2184  1.075
Cl 3.5511 -1.3947 -0.4659  -0.392
Cl 2.9231 1.6936 0.0306  -0.376
H -1.4973 1.3640 -2.4802  0.247
H -0.7701 1.7384 -0.6902  0.225
H 0.3794 1.7385 -2.1115  0.223
H 0.7053 -0.2768 2.4345  0.233
H 1.6963 -1.6018 2.3183  0.253
H 2.4578 -0.1456 2.7662  0.257
H -0.6741 -1.4351 -0.3683  -0.140
H 0.4965 -1.4784 -2.4535  -0.122


Record 5
This record from OMol25 describes a structure of composition C2H8CsO3 in a non-equilibrium geometry. The level of theory is ωB97M-V/def2-TZVPD.

Summary:
molecular weight = 212.99 g mol⁻¹
net charge = +1
HOMO = -13.60 eV
multiplicity = 1

Last column: natural (NBO) charge in e.
Element x y z (Å)
Cs -1.3083 -1.6793 1.8289  0.993
O -0.4371 -4.7385 0.4260  -0.912
H 0.0786 -4.7111 1.2424  0.468
H -1.3234 -4.4563 0.6753  0.447
C 0.6813 1.7333 -0.9882  -0.092
C -0.1639 1.2314 0.1606  -0.070
O 0.5624 0.8732 1.3611  -0.763
O -0.2378 1.9142 -2.0545  -0.712
H 1.4580 1.0113 -1.2681  0.174
H 1.2202 2.6346 -0.6714  0.171
H -0.7421 0.3487 -0.1124  0.136
H -0.8814 1.9997 0.4636  0.184
H 0.8232 1.7006 1.7803  0.489
H 0.2701 2.1383 -2.8436  0.487


Record 6
This record from OMol25 describes a cluster of 2 separate species, C2H8IN2 in total in a non-equilibrium geometry. The level of theory is ωB97M-V/def2-TZVPD.

Summary:
molecular weight = 187.00 g mol⁻¹
net charge = +1
HOMO = -13.37 eV
multiplicity = 1

Last column: natural (NBO) charge in e.
Element x y z (Å)
C -1.3457 0.8743 -0.4455  -0.250
C -0.6335 -0.4100 -0.4746  0.186
N -0.1441 0.9208 0.3930  -0.624
N -1.0275 -1.4968 0.1893  -0.767
I 3.4849 -0.1174 0.0314  -0.142
H -1.3363 1.5149 -1.3181  0.258
H -2.2829 0.9286 0.0985  0.245
H 0.1269 -0.5615 -1.2325  0.242
H -0.2712 0.9500 1.4014  0.436
H 0.6453 1.4746 0.0697  0.435
H -1.8513 -1.4817 0.7702  0.411
H -0.3979 -2.2704 0.3292  0.425
H 5.0333 -0.3256 0.1880  0.146